[1]
DFT (ωB97M-V with the def2-TZVPD basis set) results for C58H55FNOP2Ti as an isolated structure.

Values from the calculation:
- Lowest unoccupied orbital energy: -2.8 eV
- Kohn-Sham gap: 7.30 eV
- Energy above the lowest of the compared OMol25 structures with the same formula, charge and spin: 0.00 kJ/mol
- Highest occupied orbital energy: -10.052 eV
- Net charge: +1
- Maximum force: 0.0125 Eh/bohr

Each line ends with the Löwdin charge.
Geometry (Å):
Ti: -0.48 -0.44 0.42  0.717
C: 3.00 5.40 -1.42  -0.004
C: 2.48 4.29 -2.36  -0.431
C: 2.85 4.62 -3.81  -0.014
C: 0.96 4.21 -2.24  -0.087
C: 0.17 5.25 -2.69  -0.004
C: -1.22 5.21 -2.64  -0.043
C: -1.83 4.09 -2.09  -0.079
C: -1.07 3.05 -1.58  -0.267
P: -1.89 1.57 -0.91  1.094
C: -3.22 2.22 0.15  -0.373
C: -3.22 3.52 0.66  -0.102
C: -4.21 3.93 1.53  -0.069
C: -5.21 3.05 1.92  -0.064
C: -5.22 1.75 1.43  -0.058
C: -4.23 1.34 0.55  -0.114
C: -2.70 0.93 -2.40  -0.363
C: -1.86 0.28 -3.31  -0.105
C: -2.37 -0.22 -4.50  -0.060
C: -3.72 -0.08 -4.78  -0.063
C: -4.56 0.57 -3.88  -0.060
C: -4.05 1.07 -2.69  -0.072
C: 0.32 3.11 -1.69  -0.177
O: 1.00 2.00 -1.23  -0.034
C: 2.36 1.91 -1.44  -0.184
C: 2.94 0.69 -1.11  -0.262
C: 4.31 0.53 -1.29  -0.052
C: 5.08 1.57 -1.79  -0.042
C: 4.47 2.77 -2.12  -0.004
C: 3.10 2.96 -1.97  -0.088
P: 1.98 -0.71 -0.46  1.103
C: 3.12 -1.42 0.76  -0.370
C: 3.07 -0.89 2.05  -0.092
C: 3.94 -1.35 3.03  -0.054
C: 4.85 -2.35 2.73  -0.063
C: 4.91 -2.87 1.44  -0.064
C: 4.05 -2.41 0.46  -0.101
C: 1.88 -1.84 -1.88  -0.350
C: 1.76 -3.22 -1.70  -0.115
C: 1.56 -4.05 -2.79  -0.060
C: 1.45 -3.52 -4.06  -0.060
C: 1.57 -2.14 -4.25  -0.067
C: 1.78 -1.31 -3.16  -0.090
H: 2.55 6.36 -1.68  0.089
H: 4.08 5.49 -1.51  0.089
H: 2.75 5.17 -0.38  0.099
H: 2.44 5.59 -4.11  0.083
H: 2.48 3.86 -4.49  0.103
H: 3.93 4.68 -3.92  0.082
H: 0.64 6.13 -3.11  0.118
H: -1.81 6.03 -3.02  0.115
H: -2.91 4.04 -2.06  0.118
H: -2.44 4.21 0.38  0.102
H: -4.20 4.94 1.92  0.113
H: -5.99 3.38 2.60  0.112
H: -5.99 1.06 1.73  0.113
H: -4.24 0.32 0.18  0.096
H: -0.80 0.16 -3.10  0.091
H: -1.72 -0.72 -5.20  0.107
H: -4.12 -0.47 -5.71  0.110
H: -5.61 0.68 -4.11  0.111
H: -4.71 1.58 -2.00  0.104
H: 4.79 -0.40 -1.02  0.108
H: 6.15 1.45 -1.92  0.115
H: 5.08 3.57 -2.51  0.119
H: 2.35 -0.12 2.29  0.088
H: 3.88 -0.94 4.03  0.113
H: 5.52 -2.72 3.49  0.111
H: 5.63 -3.64 1.21  0.111
H: 4.11 -2.82 -0.54  0.107
H: 1.84 -3.65 -0.71  0.095
H: 1.47 -5.12 -2.64  0.116
H: 1.29 -4.17 -4.91  0.111
H: 1.50 -1.72 -5.24  0.110
H: 1.89 -0.24 -3.32  0.107
C: -1.90 1.39 3.27  -0.040
C: -0.39 1.57 3.46  -0.349
C: 0.29 2.11 2.21  -0.048
C: 0.19 0.29 4.03  -0.159
C: 0.65 0.32 5.34  -0.034
C: 1.05 -0.84 5.99  -0.068
C: 0.92 -2.05 5.34  -0.031
C: 0.46 -2.14 4.03  -0.143
C: 0.25 -3.52 3.45  -0.352
C: 1.11 -3.82 2.22  -0.054
C: -1.24 -3.77 3.21  -0.041
C: 0.14 -0.94 3.36  -0.241
N: -0.14 -0.95 1.98  -0.076
H: -2.37 2.32 2.96  0.068
H: -2.36 1.07 4.21  0.099
H: -2.13 0.62 2.53  0.063
H: -0.25 2.33 4.23  0.134
H: 0.29 1.37 1.39  -0.001
H: 1.34 2.34 2.38  0.097
H: -0.21 3.01 1.84  0.087
H: 0.69 1.27 5.86  0.114
H: 1.41 -0.80 7.01  0.107
H: 1.18 -2.97 5.86  0.116
H: 0.58 -4.22 4.23  0.129
H: 0.84 -3.16 1.40  0.036
H: 0.95 -4.85 1.90  0.087
H: 2.17 -3.68 2.43  0.073
H: -1.64 -3.08 2.47  0.061
H: -1.80 -3.64 4.14  0.089
H: -1.40 -4.79 2.85  0.079
F: -3.48 -6.98 0.60  0.061
C: -3.09 -5.72 0.34  -0.289
C: -4.01 -4.70 0.48  0.002
C: -3.59 -3.40 0.20  -0.039
C: -2.28 -3.12 -0.19  -0.304
C: -1.87 -1.72 -0.47  -0.214
C: -1.40 -4.19 -0.31  -0.052
C: -1.79 -5.49 -0.06  -0.004
H: -5.02 -4.91 0.79  0.121
H: -4.31 -2.59 0.29  0.110
H: -2.77 -1.09 -0.57  0.026
H: -1.37 -1.64 -1.46  0.060
H: -0.38 -4.00 -0.62  0.078
H: -1.11 -6.32 -0.16  0.122

---

[2]
DFT (ωB97M-V with the def2-TZVPD basis set) results for a 14-piece molecular cluster, C58H58Cl9N11 overall.

Values from the calculation:
- Lowest unoccupied orbital energy: 0.3 eV
- Kohn-Sham gap: 9.60 eV
- Highest occupied orbital energy: -9.324 eV
- Net charge: 0
- Maximum force: 0.0658 Eh/bohr

Each line ends with the Löwdin charge.
Geometry (Å):
N: -1.39 -4.21 1.83  0.053
C: -2.30 -5.03 1.17  -0.133
C: -3.26 -5.80 1.85  -0.055
C: -3.22 -5.79 3.27  -0.083
C: -2.25 -5.11 3.90  -0.084
C: -1.37 -4.29 3.17  -0.143
H: -2.48 -5.02 0.11  0.087
H: -4.00 -6.28 1.24  0.098
H: -3.88 -6.42 3.85  0.106
H: -2.21 -5.05 4.98  0.105
H: -0.69 -3.66 3.74  0.091
N: -0.18 4.81 -0.48  0.049
C: 0.78 5.73 -0.70  -0.133
C: 0.51 7.10 -0.70  -0.055
C: -0.85 7.49 -0.59  -0.085
C: -1.82 6.55 -0.51  -0.083
C: -1.47 5.20 -0.52  -0.136
H: 1.78 5.33 -0.78  0.096
H: 1.31 7.82 -0.77  0.097
H: -1.17 8.52 -0.56  0.103
H: -2.89 6.68 -0.55  0.104
H: -2.24 4.44 -0.60  0.103
N: -1.10 0.39 -5.47  0.052
C: -1.79 1.19 -6.31  -0.176
C: -2.05 2.51 -6.04  -0.107
C: -1.57 3.07 -4.87  -0.060
C: -0.89 2.26 -3.97  -0.061
C: -0.64 0.92 -4.30  -0.134
H: -2.04 0.76 -7.26  0.108
H: -2.52 3.05 -6.85  0.105
H: -1.74 4.13 -4.80  0.109
H: -0.48 2.64 -3.05  0.086
H: -0.10 0.17 -3.74  0.087
N: -2.72 3.11 3.72  0.066
C: -2.71 2.39 2.60  -0.151
C: -1.62 2.36 1.72  -0.112
C: -0.56 3.16 1.92  -0.102
C: -0.56 3.92 3.14  -0.075
C: -1.61 3.85 4.01  -0.143
H: -3.63 1.87 2.38  0.076
H: -1.60 1.66 0.89  0.030
H: 0.25 2.98 1.23  0.087
H: 0.25 4.62 3.27  0.093
H: -1.54 4.38 4.95  0.099
N: 5.44 -3.78 2.67  0.053
C: 4.94 -3.92 1.36  -0.114
C: 3.69 -4.45 1.10  -0.095
C: 2.88 -4.74 2.17  -0.077
C: 3.37 -4.71 3.49  -0.065
C: 4.66 -4.24 3.68  -0.166
H: 5.49 -3.60 0.48  0.085
H: 3.30 -4.41 0.09  0.089
H: 1.83 -4.95 1.98  0.093
H: 2.69 -4.85 4.32  0.095
H: 4.90 -3.81 4.64  0.097
N: -0.88 -0.97 7.31  0.058
C: 0.01 -0.28 6.54  -0.132
C: -0.27 0.07 5.24  -0.093
C: -1.46 -0.35 4.74  -0.140
C: -2.41 -0.98 5.50  -0.083
C: -2.10 -1.30 6.80  -0.134
H: 0.97 -0.01 6.96  0.100
H: 0.42 0.69 4.69  0.090
H: -1.72 -0.07 3.73  0.059
H: -3.42 -0.97 5.14  0.103
H: -2.90 -1.72 7.40  0.100
N: -7.19 -0.01 -4.04  0.049
C: -7.67 0.96 -4.89  -0.129
C: -6.83 1.74 -5.72  -0.070
C: -5.47 1.46 -5.74  -0.078
C: -4.96 0.49 -4.87  -0.066
C: -5.83 -0.24 -4.05  -0.125
H: -8.74 1.03 -4.81  0.095
H: -7.17 2.47 -6.43  0.097
H: -4.82 1.93 -6.47  0.087
H: -3.90 0.37 -4.72  0.076
H: -5.30 -0.86 -3.33  0.081
N: 7.68 -0.57 -2.36  0.031
C: 6.40 -0.83 -1.96  -0.127
C: 6.16 -0.98 -0.58  -0.098
C: 7.16 -0.71 0.36  -0.073
C: 8.47 -0.51 -0.09  -0.044
C: 8.68 -0.52 -1.51  -0.159
H: 5.55 -0.99 -2.60  0.098
H: 5.14 -1.27 -0.38  0.080
H: 6.94 -0.73 1.42  0.083
H: 9.25 -0.34 0.63  0.094
H: 9.63 -0.37 -2.01  0.095
N: 5.70 1.49 2.89  0.059
C: 5.37 2.80 3.19  -0.125
C: 4.04 3.22 3.37  -0.067
C: 3.05 2.22 3.40  -0.071
C: 3.37 0.86 3.19  -0.077
C: 4.67 0.57 2.88  -0.153
H: 6.19 3.51 3.14  0.093
H: 3.81 4.23 3.67  0.095
H: 2.02 2.54 3.49  0.075
H: 2.65 0.06 3.27  0.077
H: 5.00 -0.46 2.84  0.089
N: 2.02 1.90 -1.81  0.071
C: 2.87 2.06 -0.77  -0.169
C: 4.23 2.27 -0.95  -0.058
C: 4.74 2.40 -2.29  -0.050
C: 3.85 2.40 -3.37  -0.066
C: 2.56 2.02 -3.05  -0.161
H: 2.45 2.01 0.22  0.086
H: 4.89 2.31 -0.09  0.089
H: 5.79 2.60 -2.46  0.099
H: 4.14 2.53 -4.41  0.102
H: 1.90 1.86 -3.89  0.079
N: -5.95 0.40 1.39  0.056
C: -6.62 0.12 0.26  -0.125
C: -6.37 -1.05 -0.53  -0.034
C: -5.25 -1.82 -0.07  -0.084
C: -4.58 -1.50 1.08  -0.093
C: -4.96 -0.40 1.77  -0.174
H: -7.47 0.74 0.00  0.097
H: -6.87 -1.23 -1.47  0.076
H: -4.97 -2.72 -0.58  0.089
H: -3.80 -2.20 1.35  0.094
H: -4.34 -0.01 2.56  0.079
C: 1.44 -6.17 -3.47  -1.550
Cl: 2.15 -7.72 -2.94  0.514
Cl: 2.78 -5.09 -3.78  0.507
Cl: 0.43 -5.41 -2.25  0.472
H: 0.90 -6.37 -4.39  0.021
C: -0.08 -1.54 0.07  -1.340
Cl: 0.08 -1.08 1.84  0.515
Cl: 1.59 -1.59 -0.72  0.468
Cl: -1.18 -0.30 -0.67  0.526
H: -0.47 -2.55 -0.06  -0.011
C: -2.02 -2.79 -4.68  -1.439
Cl: -2.70 -3.09 -6.27  0.556
Cl: -0.28 -3.26 -4.47  0.469
Cl: -2.94 -3.64 -3.31  0.424
H: -2.15 -1.71 -4.55  -0.034

---

[3]
DFT (ωB97M-V with the def2-TZVPD basis set) results for C58H63BrN2O13P2SSiW as an isolated structure.

Values from the calculation:
- 2S+1: 3
- <S²>: 2.029
- Lowest unoccupied orbital energy (alpha / beta): 3.3 / 3.3 eV
- Kohn-Sham gap (alpha / beta): 5.35 / 5.36 eV
- Energy above the lowest of the compared OMol25 structures with the same formula, charge and spin: 212.81 kJ/mol
- Highest occupied orbital energy (alpha / beta): -2.062 / -2.062 eV
- Net charge: -2
- Maximum force: 0.0356 Eh/bohr

Each line ends with the Löwdin spin population.
Geometry (Å):
W: -0.67 0.02 -0.09  0.835
C: -3.17 -0.54 -4.20  0.000
C: -1.87 -0.42 -4.98  0.001
C: -1.80 0.90 -5.73  0.000
O: -0.72 -0.45 -4.15  0.003
P: -0.47 -1.69 -3.06  0.004
O: -0.21 -0.80 -1.76  0.046
C: -0.02 -3.84 -0.87  0.003
P: 0.95 -2.99 0.20  0.008
O: 0.42 -1.59 0.56  0.036
O: 2.41 -2.70 -0.38  0.000
C: 3.57 -3.53 -0.41  0.000
C: 4.38 -3.32 0.85  0.000
C: 3.24 -4.99 -0.68  0.000
O: 1.41 -3.73 1.54  0.000
C: 0.57 -4.32 2.54  0.000
C: -0.77 -3.63 2.70  0.000
C: 0.42 -5.80 2.25  0.000
O: 1.11 -1.91 -3.45  0.000
C: 1.49 -3.16 -4.01  0.000
C: 3.00 -3.18 -4.07  0.000
C: 0.86 -3.37 -5.38  0.000
H: -4.01 -0.52 -4.89  0.000
H: -3.26 0.29 -3.50  0.001
H: -3.20 -1.47 -3.63  0.000
H: -1.80 -1.24 -5.70  0.000
H: -1.83 1.72 -5.01  0.000
H: -2.64 0.99 -6.41  0.000
H: -0.87 0.98 -6.29  0.000
H: 0.26 -4.89 -0.98  0.001
H: -1.08 -3.73 -0.65  0.000
H: 4.14 -3.15 -1.26  0.000
H: 3.81 -3.61 1.73  0.000
H: 4.65 -2.27 0.95  0.000
H: 5.30 -3.92 0.81  0.000
H: 2.62 -5.39 0.13  0.000
H: 4.16 -5.57 -0.74  0.000
H: 2.69 -5.09 -1.62  0.000
H: 1.12 -4.17 3.47  0.000
H: -1.37 -3.71 1.79  0.000
H: -0.60 -2.58 2.93  0.000
H: -1.32 -4.09 3.52  0.000
H: -0.05 -5.95 1.28  0.000
H: -0.19 -6.28 3.01  0.000
H: 1.40 -6.29 2.24  0.000
H: 1.14 -3.96 -3.34  0.000
H: 3.37 -2.50 -4.85  0.000
H: 3.37 -4.19 -4.28  0.000
H: 3.41 -2.84 -3.12  0.000
H: 1.15 -2.55 -6.05  0.000
H: -0.23 -3.39 -5.31  0.000
H: 1.20 -4.32 -5.81  0.000
O: -1.65 1.74 -2.26  0.090
C: -2.42 2.13 -1.23  0.275
N: -2.33 1.43 -0.07  0.044
C: -3.09 2.09 0.90  0.098
O: -3.31 1.69 2.05  0.179
C: -3.63 3.29 0.25  0.110
C: -4.37 4.35 0.76  -0.003
C: -4.63 5.43 -0.07  0.088
C: -4.15 5.45 -1.40  0.015
C: -3.43 4.40 -1.92  0.055
C: -3.17 3.31 -1.08  0.074
H: -4.72 4.33 1.78  -0.002
H: -5.20 6.27 0.30  0.006
H: -4.34 6.33 -2.01  -0.001
H: -3.04 4.43 -2.93  0.003
C: 0.45 3.50 0.78  0.004
Si: 0.63 1.71 1.44  -0.001
C: 0.08 1.99 3.22  -0.003
C: 2.52 1.58 1.39  -0.003
C: 3.32 1.93 2.47  -0.001
C: 4.71 1.89 2.38  0.000
C: 5.32 1.49 1.20  0.000
C: 4.54 1.13 0.11  0.000
C: 3.15 1.17 0.21  -0.001
H: 0.70 4.19 1.58  0.000
H: -0.55 3.73 0.42  0.001
H: 1.16 3.66 -0.03  0.000
H: 0.48 2.94 3.58  -0.001
H: 0.40 1.19 3.88  0.000
H: -1.01 2.05 3.26  0.000
H: 2.87 2.22 3.40  0.000
H: 5.31 2.14 3.24  0.000
H: 6.40 1.45 1.13  0.000
H: 5.00 0.81 -0.82  0.000
H: 2.56 0.86 -0.65  0.000
O: 7.63 -1.19 6.54  0.000
C: 6.45 -0.81 7.11  0.000
O: 6.46 -0.51 8.28  0.000
C: 5.27 -0.83 6.24  0.000
C: 3.99 -0.77 6.82  0.000
C: 2.85 -0.85 6.05  0.000
C: 2.90 -0.99 4.64  0.000
S: 1.50 -1.18 3.67  0.000
C: 4.20 -0.97 4.07  0.000
C: 5.33 -0.90 4.84  0.000
H: 7.45 -1.46 5.63  0.000
H: 3.93 -0.67 7.89  0.000
H: 1.88 -0.82 6.52  0.000
H: 4.27 -0.99 2.99  0.000
H: 6.29 -0.87 4.32  0.000
C: -0.31 1.64 -1.69  0.012
C: 0.62 2.16 -2.42  -0.004
C: 1.56 2.72 -3.16  0.004
C: 2.49 1.85 -3.93  0.000
C: 2.03 0.68 -4.53  0.001
C: 2.88 -0.10 -5.30  0.000
C: 4.22 0.25 -5.44  0.001
C: 4.70 1.38 -4.79  0.000
C: 3.84 2.17 -4.05  0.001
C: 1.63 4.20 -3.33  0.000
C: 0.93 5.06 -2.49  0.001
C: 0.93 6.43 -2.70  0.000
C: 1.60 6.98 -3.78  0.001
C: 2.26 6.14 -4.66  0.000
C: 2.27 4.77 -4.44  0.001
H: 0.99 0.39 -4.39  0.000
H: 2.49 -0.99 -5.78  0.000
H: 4.88 -0.36 -6.04  0.000
H: 5.75 1.64 -4.87  0.000
H: 4.23 3.04 -3.54  0.000
H: 0.37 4.65 -1.67  0.000
H: 0.37 7.07 -2.02  0.000
H: 1.60 8.05 -3.95  0.000
H: 2.77 6.54 -5.52  0.000
H: 2.77 4.12 -5.15  0.000
Br: -6.30 -2.53 5.47  0.000
C: -4.64 -1.71 5.04  0.000
C: -3.85 -1.19 6.05  0.001
N: -2.66 -0.65 5.82  0.000
C: -2.22 -0.58 4.56  0.001
C: -2.99 -1.04 3.49  0.000
C: -4.22 -1.63 3.73  0.001
C: -2.48 -0.88 2.11  0.005
O: -3.19 -1.41 1.16  -0.001
O: -1.38 -0.30 1.88  0.002
H: -4.18 -1.22 7.08  0.000
H: -1.24 -0.17 4.39  0.000
H: -4.82 -2.01 2.91  0.000
O: -3.11 -1.74 -1.09  0.011
C: -2.53 -1.20 -0.20  0.002

---

Among the records above, which one has the highest maximum force?
C58H58Cl9N11

---

The lowest maximum force belongs to which entry?
C58H55FNOP2Ti

---

Which formula does entry 1 have?
C58H55FNOP2Ti

---

Which of these has the lowest net charge?
C58H63BrN2O13P2SSiW